59
Properties=species:S:1:pos:R:3:forces:R:3:mulliken_charge:R:1 method="wB97M-V/def2-TZVPD" total_charge=+3 orbital_gap_ev="9.36 / 5.21" total_energy_ev=-69242.6052 homo_energy_ev="-18.3 / -18.3" multiplicity=8
H -1.6818 0.1834 3.1799 0.217 0.047 0.030 0.438
H 1.5376 1.4597 -2.7031 -0.132 0.080 0.046 0.291
H 1.9784 3.3390 -1.1251 -0.080 -0.083 0.101 0.593
H 0.4434 2.8391 -2.9019 0.091 -0.163 0.014 0.508
C 1.9530 -3.0715 -4.3297 -0.036 0.095 0.156 0.204
H -0.7327 1.5751 3.7183 -0.027 -0.146 -0.101 0.420
H -1.7469 2.7104 -2.5053 0.006 -0.151 0.021 0.493
C 0.9744 -4.5968 1.9155 -0.139 -0.003 -0.008 -0.594
H -3.3185 3.7892 -0.9766 -0.011 0.039 -0.110 0.545
H 0.7186 2.8256 1.5768 0.174 -0.036 -0.132 0.356
C 0.6014 -3.3899 1.3667 -0.367 0.633 -0.213 0.286
C 1.1701 2.6320 -0.9078 -0.274 0.016 -0.439 -0.830
C 0.3323 -2.7440 -2.6106 -0.158 -0.029 0.031 -0.324
C 2.7468 -2.6926 1.0777 0.065 0.053 -0.015 -0.248
H -2.6251 3.0863 3.1816 0.068 -0.037 0.155 0.549
C -0.9549 0.9382 2.8521 -0.251 0.018 -0.006 -1.175
H 2.4815 2.7668 1.6787 -0.133 -0.048 -0.140 0.550
H -3.7892 4.3557 1.3962 -0.024 0.106 0.053 0.489
C -3.1129 3.5520 1.1489 0.151 -0.281 -0.095 -0.575
H 2.7391 -0.5740 -2.2057 -0.004 -0.028 -0.043 0.532
C -1.6403 1.7742 1.7891 0.026 -0.025 0.122 0.869
N 1.4348 -2.4303 0.9495 -0.284 -0.358 0.283 0.121
I -1.5018 -2.8656 1.1378 0.597 -0.447 0.169 0.158
F 2.9492 -5.0109 -5.1737 -0.030 -0.011 0.126 -0.219
H -2.5373 1.1568 -2.2532 0.155 0.032 -0.025 0.463
H 2.5878 1.4015 -0.1204 -0.344 -0.087 0.032 0.377
C -2.8628 3.2270 -0.1762 0.197 -0.212 0.070 -1.047
C 1.5866 2.1673 1.4747 -0.140 -0.203 0.466 -0.794
C 2.1771 -1.3872 -2.6577 -0.034 0.008 0.126 -0.345
C -1.7209 1.7972 -1.8977 -0.248 0.026 0.050 -1.211
C -2.4692 2.8310 2.1454 0.098 -0.187 -0.175 -1.072
H 2.3759 0.4021 2.4591 -0.214 0.048 0.022 0.304
C 2.3404 -4.8398 2.0426 -0.051 0.244 -0.125 -0.295
C 0.7560 -3.4433 -3.7291 0.209 0.173 0.020 -0.792
C 2.4675 -3.8255 -5.5524 0.049 -0.139 -0.013 0.714
H 0.3407 3.2048 -0.4835 0.202 -0.069 0.062 0.414
C 1.5002 1.0621 2.5321 0.209 0.235 -0.217 -0.822
F 3.4390 -3.1527 -6.1574 0.081 0.171 0.021 -0.249
F 1.4856 -4.0317 -6.4239 -0.174 0.045 0.026 -0.228
H 1.5336 1.5400 3.5205 0.001 -0.132 -0.132 0.507
N -1.4402 1.4224 0.5040 -0.190 0.365 0.087 0.350
H 2.6867 -5.7676 2.4753 0.010 -0.054 0.007 0.442
N 0.2718 0.2352 2.3837 -0.008 0.232 0.540 0.047
Gd 0.0950 -0.3952 -0.0662 0.391 -0.043 -0.158 0.660
H 0.2447 -5.3237 2.2402 -0.048 -0.004 -0.008 0.495
N -0.4355 1.0774 -2.0821 -0.195 0.367 -0.303 0.013
H -0.6068 -3.0178 -2.1370 0.066 0.026 -0.003 0.411
C -2.0121 2.1675 -0.4601 -0.111 0.052 -0.142 0.836
C 0.7147 2.0112 -2.2340 0.230 0.109 0.216 -0.883
N 1.6054 1.6174 0.0900 0.399 0.171 0.006 0.048
H 0.1639 -4.2524 -4.1300 -0.078 -0.046 0.011 0.506
H 3.6084 -1.7029 -4.2272 0.080 0.024 0.035 0.557
H 3.4202 -1.9121 0.7424 0.043 -0.059 -0.013 0.480
N 1.0146 -1.7198 -2.0649 0.160 -0.135 -0.400 0.169
H -0.5216 0.6129 -2.9908 0.105 -0.186 0.391 0.313
H 4.3034 -4.0279 1.6952 0.052 0.021 -0.014 0.470
C 3.2383 -3.8734 1.6114 -0.132 0.050 0.003 -0.832
H 0.3944 -0.5438 3.0373 -0.052 -0.011 -0.426 0.334
C 2.6806 -2.0235 -3.7780 -0.167 -0.077 -0.040 -0.777